C4H10N2O4S | ωB97M-V with the def2-TZVPD basis set

Summary:
M, g mol⁻¹: 182.2
Charge: 0
Kohn-Sham gap, hartree: 0.39927
Energy relative to the best compared isomer or geometry (same formula, charge and spin), eV: 3.5621
E_HOMO, eV: -10.2
SMILES: CC(C)/N=[N+](\[O-])OS(C)(=O)=O
Max |F|, eV Å⁻¹: 1.83

Each line ends with the Löwdin charge.
CARTESIAN COORDINATES (ANGSTROEM)
1 C -2.507 1.704 -0.235  -0.057
2 C -2.721 -0.667 0.608  -0.052
3 C 3.308 -1.524 -0.073  -0.098
4 C -1.825 0.345 -0.097  -0.436
5 N -0.601 0.561 0.652  0.148
6 N 0.423 0.106 0.125  -0.347
7 O 0.542 -0.668 -0.810  0.005
8 O 1.646 0.500 0.682  -0.142
9 O 2.931 0.708 -1.539  -0.253
10 O 4.067 0.901 0.631  -0.251
11 S 3.125 0.255 -0.208  0.679
12 H -1.840 2.419 -0.710  0.078
13 H -3.395 1.600 -0.851  0.079
14 H -2.788 2.088 0.740  0.078
15 H -2.208 -1.618 0.708  0.076
16 H -3.620 -0.817 0.017  0.080
17 H -2.997 -0.303 1.593  0.079
18 H 4.048 -1.690 0.698  0.070
19 H 2.361 -1.962 0.197  0.057
20 H 3.628 -1.902 -1.033  0.075
21 H -1.577 -0.035 -1.096  0.132